1.
Below is a structure of composition C52H54F6KN6O6S2Sb at a distorted geometry, with properties calculated with ωB97M-V/def2-TZVPD.

Properties
Net charge: -2

Each line ends with the Mulliken charge.
Atoms and positions in Å:
K -0.228 2.410 -0.030  1.5343
F -1.717 1.683 -5.458  -0.2423
C -1.295 1.219 -4.278  0.5397
F -1.344 -0.121 -4.317  -0.2054
F -0.039 1.599 -4.096  -0.1497
S -2.403 1.832 -2.932  0.7630
O -1.777 1.510 -1.670  -0.3157
O -3.654 1.197 -3.252  -0.7285
N -2.490 3.386 -3.169  -0.5626
S -1.551 4.331 -2.268  1.4570
O -0.200 3.860 -2.137  -0.5155
O -2.219 4.795 -1.085  -0.7268
C -1.479 5.797 -3.389  0.3382
F -2.700 6.297 -3.626  -0.2190
F -0.914 5.509 -4.560  -0.2256
F -0.749 6.747 -2.789  -0.2075
C -5.772 -12.010 -0.486  -0.8270
O -5.965 -11.066 0.540  -0.4694
C -5.319 -9.864 0.412  0.9806
C -5.504 -8.958 1.457  -0.7048
C -4.890 -7.722 1.411  -0.4782
C -4.081 -7.366 0.330  0.2434
C -3.904 -8.276 -0.707  -0.8795
C -4.518 -9.521 -0.673  -0.4003
C -3.400 -6.058 0.247  0.2450
N -2.689 -5.658 -0.781  -0.8616
C -2.239 -4.394 -0.428  1.1483
C -2.694 -4.052 0.819  0.0477
N -3.448 -5.125 1.254  -0.1178
C -2.386 -2.808 1.471  0.5386
C -2.800 -2.441 2.756  -0.5866
C -2.395 -1.224 3.255  -1.1502
C -1.615 -0.385 2.442  -0.9083
N -1.252 -0.706 1.218  0.4672
C -1.588 -1.907 0.739  -0.0061
C -1.056 -2.275 -0.593  -0.1931
N -0.228 -1.394 -1.168  0.4722
C 0.312 -1.700 -2.325  -0.5203
C 0.041 -2.906 -2.993  -0.9526
C -0.811 -3.815 -2.417  -0.8250
C -1.380 -3.509 -1.172  0.4191
H -6.343 -12.888 -0.194  0.2344
H -4.714 -12.274 -0.583  0.3364
H -6.144 -11.632 -1.444  0.3284
H -6.130 -9.242 2.291  0.4069
H -5.060 -7.041 2.235  0.2548
H -3.278 -8.002 -1.543  0.4750
H -4.360 -10.208 -1.494  0.3699
H -3.874 -5.233 2.155  0.1889
H -3.411 -3.106 3.357  0.3443
H -2.672 -0.900 4.249  0.4573
H -1.303 0.592 2.787  0.7357
H 0.991 -0.969 -2.749  0.3929
H 0.517 -3.098 -3.945  0.5001
H -1.043 -4.761 -2.887  0.5402
O 1.725 -0.621 1.099  -0.6222
H 0.926 -0.601 0.555  -0.1299
H 1.954 0.334 1.142  0.2998
C 4.196 1.304 -4.776  -1.5483
C 3.234 0.583 -3.843  -0.6936
Sb 2.762 1.451 -1.804  0.4160
C 3.878 3.271 -2.032  0.0428
C 3.020 4.522 -1.994  -1.2940
C 4.308 0.232 -0.935  -0.2424
C 5.689 0.364 -1.553  -1.2796
H 4.393 0.753 -5.705  0.3664
H 5.160 1.490 -4.301  0.3217
H 3.803 2.283 -5.063  0.3191
H 3.601 -0.425 -3.623  0.4729
H 2.276 0.458 -4.356  0.2614
H 4.458 3.220 -2.954  0.5482
H 4.575 3.261 -1.193  -0.4030
H 2.332 4.566 -2.840  0.3411
H 3.644 5.419 -2.010  0.3822
H 2.429 4.543 -1.079  0.0894
H 3.951 -0.798 -0.987  0.5324
H 4.330 0.512 0.113  0.0445
H 5.720 -0.002 -2.581  0.3119
H 6.428 -0.204 -0.979  0.4051
H 6.032 1.401 -1.559  0.2363
C -4.734 3.174 -0.171  -0.5932
N -5.097 1.864 0.447  0.2477
C -5.687 0.930 -0.538  -0.7308
C -3.923 1.249 1.196  -0.1815
C -3.566 2.151 2.331  0.3045
C -4.533 2.315 3.333  -0.8880
C -4.336 3.266 4.317  -0.8554
C -3.161 4.015 4.283  -0.4711
C -2.202 3.781 3.306  -0.9264
C -2.338 2.831 2.265  0.4997
H -5.660 3.675 -0.451  0.4171
H -4.139 2.980 -1.052  0.1681
H -4.158 3.740 0.555  0.3034
H -5.785 2.071 1.174  0.4584
H -4.947 0.739 -1.311  0.3034
H -6.566 1.394 -0.980  0.3396
H -5.952 0.012 -0.019  0.3292
H -3.100 1.161 0.484  -0.4722
H -4.277 0.255 1.486  0.3291
H -5.427 1.689 3.367  0.3099
H -5.068 3.410 5.105  0.3680
H -2.986 4.774 5.040  0.3781
H -1.289 4.367 3.364  0.4695
C 2.367 2.417 0.948  -1.1741
C 3.514 2.517 1.408  -0.2070
C 4.857 2.611 1.902  -0.3587
C 5.314 1.632 2.839  0.9835
C 6.478 1.754 3.649  -0.6950
C 6.861 0.787 4.557  -0.5947
C 6.128 -0.378 4.748  -0.5271
C 4.956 -0.505 4.001  -0.6307
C 4.559 0.454 3.101  -0.5950
C 5.622 3.747 1.475  0.6032
C 7.040 3.803 1.412  -0.6610
C 7.718 4.916 0.955  -0.5862
C 7.047 6.057 0.528  -0.5654
C 5.654 6.024 0.557  -0.5105
C 4.968 4.917 1.006  -0.4721
H 7.071 2.656 3.597  0.5531
H 7.759 0.964 5.144  0.3283
H 6.437 -1.137 5.456  0.3482
H 4.325 -1.380 4.120  0.3967
H 3.632 0.319 2.567  0.3552
H 7.611 2.923 1.672  0.5059
H 8.803 4.876 0.912  0.3313
H 7.584 6.928 0.172  0.3466
H 5.084 6.883 0.216  0.3764
H 3.885 4.909 0.999  0.3836



2.
Below is a cluster of 2 separate species, C6H11Cl3 in total at a distorted geometry, with properties calculated with ωB97M-V/def2-TZVPD.

Each line ends with the natural charge from an NBO analysis.
Atoms and positions in Å:
C -0.819 -0.917 1.381  -0.6004
C 0.611 1.005 0.676  -0.6019
C -1.948 1.049 0.032  -0.6143
C -0.449 -0.360 -1.002  -0.2269
C -0.717 0.145 0.329  -0.1739
C 2.321 -0.899 -1.314  -0.2420
Cl 2.242 -1.866 -2.733  0.0567
Cl 3.000 0.633 -1.456  0.0764
Cl 2.957 -1.801 0.052  0.0185
H 0.180 -1.166 1.684  0.2205
H -1.249 -0.407 2.286  0.2097
H -1.408 -1.764 1.032  0.2122
H 0.582 1.421 1.729  0.2117
H 1.514 0.318 0.574  0.2129
H 0.778 1.807 -0.083  0.2073
H -2.167 1.955 0.746  0.2167
H -1.651 1.461 -0.983  0.2248
H -2.952 0.494 0.142  0.2239
H -0.905 -1.289 -1.329  0.1825
H 0.079 0.183 -1.764  0.1858



Energy relative to the best compared isomer or geometry (same formula, charge and spin) values (in kcal/mol) by entry order: 24.1 9.0.
Electronic energy values (in Eh) by entry order: -5029.55186 -1615.62673.